Record 1
Entry from the Open Molecules 2025 dataset: 2 unconnected molecules or ions with the total composition CH7N3 (ωB97M-V with the def2-TZVPD basis set).

For the LUMO energy, the calculation gives 1.084 eV. As for the SMILES: [H]/N=C/N.N. Its multiplicity is 1. The molar mass comes out at 61.088 g mol⁻¹. The calculation puts the HOMO energy at -0.3361 Eh. For the HOMO-LUMO gap, the calculation gives 10.229 eV. The value obtained for the energy above the lowest of the compared OMol25 structures with the same formula, charge and spin is 15.6 kcal/mol. The total energy is -206.53956 Ha.

Each line ends with the natural charge from an NBO analysis.
Element x y z (Å)
H (-1.7300, -2.7448, -0.7770)  0.367
N (-0.1082, 1.1319, -0.3398)  -0.709
C (0.7395, 1.5980, 0.4870)  0.276
H (1.7062, 2.0770, 0.2486)  0.138
H (-1.0363, -2.5390, -2.3251)  0.359
N (-1.1617, -2.1957, -1.4029)  -1.088
H (0.2533, 0.9931, -1.2720)  0.343
H (0.1207, 0.4401, 2.0474)  0.397
N (0.6091, 1.2832, 1.8123)  -0.830
H (-0.2728, -1.9390, -1.0271)  0.362
H (0.8802, 1.8952, 2.5486)  0.385


Record 2
Entry from the Open Molecules 2025 dataset: a molecular structure, C5H10N2O at a distorted geometry (ωB97M-V with the def2-TZVPD basis set).

For the LUMO energy, the calculation gives 0.269 eV. Its multiplicity is 1. The molar mass comes out at 114.148 g mol⁻¹. The calculation puts the HOMO energy at -0.3108 Eh. For the HOMO-LUMO gap, the calculation gives 8.728 eV. The value obtained for the energy above the lowest of the compared OMol25 structures with the same formula, charge and spin is 149.1 kcal/mol. The total energy is -381.04787 Ha.

Each line ends with the natural charge from an NBO analysis.
Element x y z (Å)
C (-2.0037, 1.2059, -0.5290)  -0.483
H (0.8581, 1.8160, -1.2506)  0.200
H (2.5797, -2.0831, 1.2540)  0.399
C (0.1454, 2.4156, -0.7305)  -0.653
H (-2.5947, 2.0002, -1.1998)  0.200
N (0.0488, 0.1215, -0.0443)  -0.654
H (0.6756, -0.9589, 1.9585)  0.213
C (-0.7419, 1.1835, -0.3698)  0.163
C (0.5682, -1.9012, 0.8937)  -0.260
H (-0.2785, 3.3178, -1.3171)  0.235
H (0.9161, 3.0009, -0.0197)  0.220
C (-0.5262, -1.1458, 0.3074)  0.631
N (1.9372, -2.0055, 0.3472)  -0.877
O (-1.6222, -1.4000, 0.3161)  -0.522
H (-0.1864, -3.0694, 1.3844)  0.172
H (0.9810, 0.1550, -0.0901)  0.398
H (1.9247, -3.0102, -0.4325)  0.388
H (-2.6812, 0.3577, -0.4779)  0.229


Record 3
Entry from the Open Molecules 2025 dataset: 11 unconnected molecules or ions with the total composition C15H23Cl29 at a distorted geometry (ωB97M-V with the def2-TZVPD basis set).

For the LUMO energy, the calculation gives -0.164 eV. As for the SMILES: ClC(Cl)Cl.ClC(Cl)Cl.ClC(Cl)Cl.ClC(Cl)Cl.ClC(Cl)Cl.ClC(Cl)Cl.ClC(Cl)Cl.ClCCCl.ClCCCl.ClCCCl.ClCCCl. Its multiplicity is 1. The molar mass comes out at 1231.486 g mol⁻¹. The calculation puts the HOMO energy at -0.3911 Eh. For the HOMO-LUMO gap, the calculation gives 10.479 eV. The value obtained for the energy above the lowest of the compared OMol25 structures with the same formula, charge and spin is 44.4 kcal/mol. The total energy is -13930.83153 Ha.

Each line ends with the natural charge from an NBO analysis.
Element x y z (Å)
H (6.3470, -4.8904, 0.8790)  0.229
Cl (-0.9854, -7.7577, -2.6624)  -0.056
Cl (-3.7879, 1.1436, -5.5303)  0.033
Cl (-4.0021, 3.8038, -4.4777)  -0.029
H (-5.2844, 2.7198, -6.1780)  0.229
C (-4.9266, 2.4049, -5.1977)  -0.300
Cl (2.7553, 3.9170, 4.4319)  -0.004
Cl (4.7338, 6.1185, 4.3806)  -0.008
Cl (-6.5107, -3.8716, 1.5582)  0.013
H (1.8065, -7.9968, -3.7157)  0.229
Cl (-0.3184, -7.0809, 5.0692)  -0.004
Cl (1.5195, 1.3068, -5.9414)  -0.001
H (-0.9199, -6.9714, -4.9217)  0.226
C (1.0512, -7.8810, -4.4930)  -0.370
H (4.9514, 5.8094, -2.4810)  0.225
H (0.0389, -6.0524, -3.8521)  0.224
Cl (-0.7834, -4.7695, 3.3821)  0.042
C (-0.4671, 0.0719, -1.0632)  -0.390
Cl (-2.9401, -6.1951, 4.6454)  0.027
H (0.4031, -0.0257, 6.4720)  0.229
C (5.3205, -4.6581, 0.5953)  -0.276
Cl (-6.2627, -1.6047, 3.2884)  0.039
H (4.9521, 3.8913, 5.1910)  0.232
H (3.4314, 5.1144, -2.8704)  0.222
H (0.4605, 1.2984, 0.4879)  0.225
H (-2.1543, 5.4732, 2.2508)  0.222
H (1.4850, -7.4719, -5.4054)  0.223
Cl (0.4644, 1.2119, 8.3724)  0.020
C (-3.9418, 4.8409, 1.2787)  -0.364
H (-3.2666, 4.5602, 0.4704)  0.220
C (0.8925, -0.2259, 7.4252)  -0.270
C (2.1734, -0.0681, -6.9370)  -0.249
H (-2.9928, 6.8142, 1.6745)  0.228
H (3.8510, 7.0680, -0.5063)  0.224
Cl (1.0993, -0.3352, -8.3186)  0.025
Cl (2.4929, -1.6392, -6.0646)  -0.001
Cl (-6.3067, -1.1507, 0.5201)  0.025
C (-0.1963, -7.0839, -4.1143)  -0.395
Cl (-5.4986, 5.5117, 0.6049)  -0.087
C (4.1707, 4.6454, 5.2848)  -0.245
H (-4.7212, -2.3046, 1.8406)  0.235
H (3.1235, 0.2728, -7.3484)  0.227
Cl (4.9008, -3.1422, 1.3914)  0.023
H (3.2316, 7.5179, -2.0370)  0.224
Cl (0.2802, -1.7484, 8.2172)  -0.005
Cl (-6.2344, 1.9282, -4.2043)  0.067
H (-4.3315, 4.0027, 1.8563)  0.234
C (3.3140, 6.6640, -1.3645)  -0.357
Cl (1.5831, 6.2521, -0.8937)  -0.090
C (-5.8085, -2.2601, 1.7783)  -0.313
Cl (-1.3865, 0.6355, 1.5604)  -0.081
Cl (0.5506, -9.5709, -4.9179)  -0.081
Cl (4.2255, -6.0263, 1.0777)  0.002
H (0.3844, 0.0537, -1.7434)  0.229
H (-1.1332, 0.8523, -1.4311)  0.226
C (-0.0304, 0.3293, 0.3983)  -0.374
H (0.6510, -0.3971, 0.8411)  0.226
Cl (5.3695, -4.4349, -1.1466)  0.022
C (4.0209, 5.4705, -2.0256)  -0.407
Cl (-1.3689, -1.4679, -1.2114)  -0.061
Cl (3.7419, 5.0887, 6.9731)  0.026
Cl (-4.0041, 6.1157, 3.6701)  -0.050
H (-1.5110, -6.9973, 3.0149)  0.234
C (-3.1735, 5.8398, 2.1284)  -0.403
Cl (4.2591, 4.1098, -0.9219)  -0.040
C (-1.3928, -6.3213, 3.8617)  -0.299
Cl (2.6058, -0.4569, 7.1043)  0.026